DFT (ωB97M-V/def2-TZVPD) results for a molecular structure, C40H36CsN3PS5.

Results
* net charge: -1
* total energy: -110550.75792 eV

Each line ends with the Löwdin charge.
Element x y z (Å)
Cs: -1.020 -0.790 -0.332  1.020
S: -0.453 4.803 -1.005  0.483
S: 2.123 -0.709 -0.173  0.755
S: -4.099 -1.957 -0.631  0.535
S: -0.005 -0.292 2.444  0.373
S: -2.833 2.281 -0.714  0.875
P: 1.000 -3.647 0.229  1.071
N: -4.109 -0.923 1.842  0.035
N: -5.359 0.163 0.412  0.012
N: 0.014 1.332 -1.499  -0.106
C: 0.401 -4.208 -4.308  -0.092
C: 2.088 1.120 -0.316  -0.370
C: -0.374 -3.388 -2.187  -0.177
C: -4.508 -0.871 0.554  -0.947
C: 4.347 -1.498 3.087  -0.126
C: -0.731 1.765 -2.508  -0.409
C: -5.329 1.067 1.557  -0.146
C: 1.527 -6.446 0.508  -0.087
C: -2.813 -5.037 1.097  -0.099
C: -2.219 1.660 -2.332  -0.412
C: -3.132 4.028 -0.923  -0.548
C: 1.197 2.306 -3.791  -0.059
C: 2.163 -0.933 3.914  -0.141
C: 1.498 -4.780 -3.680  -0.084
C: 1.959 -5.138 0.722  -0.356
C: -4.412 0.320 2.550  -0.119
C: -2.635 6.377 -1.060  -0.163
C: 2.561 -0.934 1.545  -0.577
C: 1.647 -0.748 2.611  -0.760
C: 3.964 -5.989 1.765  -0.083
C: 3.876 -1.323 1.798  -0.162
C: 1.969 1.974 -2.687  -0.017
C: 3.475 -1.283 4.152  -0.108
C: -0.534 -3.509 -3.558  -0.072
C: -1.996 -3.730 2.942  -0.093
C: -0.608 -4.073 0.996  -0.389
C: -2.140 5.048 -0.999  -0.801
C: -4.490 4.361 -0.912  -0.172
C: 0.712 -3.982 -1.542  -0.370
C: 3.177 -4.919 1.360  -0.079
C: 3.534 -7.287 1.537  -0.098
C: 1.331 1.494 -1.551  -0.385
C: -3.008 -4.474 2.350  -0.097
C: -1.621 -4.834 0.417  -0.103
C: -3.975 6.682 -1.056  -0.127
C: 2.314 -7.512 0.909  -0.088
C: -0.177 2.211 -3.705  -0.033
C: -4.928 5.669 -0.984  -0.142
C: 1.657 -4.664 -2.307  -0.082
C: -0.796 -3.546 2.274  -0.139
H: -4.912 2.035 1.277  0.084
H: 2.235 -5.319 -4.262  0.100
H: -4.292 7.719 -1.109  0.090
H: 1.978 -8.528 0.739  0.099
H: -3.955 -4.606 2.859  0.102
H: 1.666 2.671 -4.697  0.105
H: 0.276 -4.303 -5.380  0.098
H: 4.537 -1.479 0.953  0.094
H: -4.912 0.109 3.496  0.112
H: -1.099 -2.829 -1.608  -0.049
H: 3.044 2.089 -2.704  0.111
H: -2.524 0.608 -2.345  0.029
H: -3.312 -1.486 2.102  0.100
H: 4.907 -5.805 2.264  0.101
H: -1.490 -5.252 -0.574  0.104
H: -3.596 -5.630 0.642  0.103
H: 1.573 1.493 0.570  0.081
H: -2.751 2.194 -3.118  0.087
H: -3.501 0.886 2.751  0.119
H: 1.473 -0.783 4.735  0.085
H: -1.897 7.168 -1.103  0.077
H: 2.523 -5.098 -1.823  0.104
H: -5.986 5.899 -0.983  0.081
H: 4.144 -8.124 1.852  0.096
H: -5.623 0.481 -0.503  0.124
H: 0.572 -6.626 0.030  0.105
H: 3.110 1.493 -0.349  0.083
H: -6.335 1.215 1.953  0.111
H: -0.815 2.508 -4.526  0.112
H: -0.006 -2.958 2.723  0.058
H: -5.213 3.555 -0.845  0.075
H: 3.497 -3.900 1.542  0.080
H: -2.136 -3.286 3.921  0.108
H: 5.376 -1.783 3.268  0.089
H: 3.827 -1.384 5.173  0.094
H: -1.394 -3.059 -4.041  0.108

DFT (ωB97M-V/def2-TZVPD) results for 2 unconnected molecules or ions with the total composition C9H17BBrNO7S.

Results
* net charge: 0
* structure (SMILES): [H]/N=C/C[C@](OC(=O)Br)(B(O)O)S(C)(=O)=O.C1CCOC1
* total energy: -106986.26370 eV

Each line ends with the Löwdin charge.
Element x y z (Å)
Br: 3.536 -0.897 0.474  0.808
S: 2.121 0.044 -3.473  0.667
O: 2.400 3.100 -3.461  0.204
O: 1.274 0.255 -4.622  -0.285
O: -1.917 -0.163 2.647  -0.164
O: 3.526 0.301 -3.614  -0.269
O: 0.971 3.544 -1.633  0.194
O: 1.824 0.746 -0.818  -0.091
O: 3.977 1.433 -0.888  0.119
N: -1.550 -0.665 -0.871  0.123
C: -0.155 0.768 -2.204  -0.103
C: 3.141 0.659 -0.583  -0.918
C: -0.737 0.313 -0.889  -0.217
C: -1.252 -1.384 2.991  -0.210
C: 1.882 -1.627 -2.916  -0.110
C: -3.325 -1.350 4.128  -0.168
C: 1.378 1.074 -2.167  -0.326
C: -3.091 -0.006 3.452  -0.201
C: -1.897 -1.871 4.281  -0.167
B: 1.616 2.650 -2.451  -0.637
H: 0.943 -1.987 -3.334  0.077
H: -0.474 0.837 0.033  0.121
H: -3.861 -1.256 5.071  0.112
H: -3.899 -2.010 3.474  0.114
H: -0.701 1.664 -2.513  0.135
H: 2.747 -2.174 -3.286  0.079
H: -3.918 0.304 2.814  0.117
H: 0.745 3.173 -0.770  0.114
H: -1.834 -2.951 4.399  0.113
H: -0.184 -1.188 3.092  0.117
H: -1.397 -2.107 2.180  0.113
H: 1.831 -1.682 -1.829  0.040
H: -1.867 -0.827 0.087  0.029
H: -0.383 -0.013 -2.925  0.104
H: -1.417 -1.405 5.144  0.114
H: -2.907 0.782 4.189  0.117
H: 2.853 3.916 -3.211  0.132

DFT (ωB97M-V/def2-TZVPD) results for a molecular structure, C2H4BeO3.

Results
* net charge: +2
* total energy: -8657.10557 eV

Each line ends with the Löwdin charge.
Element x y z (Å)
O: 0.227 -1.061 0.114  -0.125
O: 1.313 -1.247 -0.769  0.058
O: 0.933 1.540 0.017  0.169
C: -0.255 1.293 0.143  0.009
C: -0.793 -0.097 0.220  -0.021
Be: 1.838 0.135 -0.004  0.917
H: -1.547 -0.261 -0.565  0.193
H: -1.285 -0.248 1.194  0.206
H: 0.555 -2.169 -0.565  0.392
H: -0.986 2.115 0.215  0.202

DFT (ωB97M-V/def2-TZVPD) results for a molecular structure, C43H50Br3N5O19.

Results
* net charge: 0
* total energy: -301864.89412 eV

Each line ends with the Löwdin charge.
Element x y z (Å)
Br: -7.045 9.069 7.055  0.511
Br: -9.148 8.281 4.566  0.553
Br: -7.397 5.925 5.926  0.508
O: 8.273 10.702 12.402  -0.016
O: 8.297 8.449 12.084  0.099
O: -3.894 9.231 2.905  0.082
O: -0.541 -3.558 13.644  0.072
O: 7.880 17.432 13.391  0.058
O: -3.102 6.390 15.292  0.053
O: -0.757 16.956 16.265  0.066
O: -2.109 10.477 10.088  0.006
O: 2.101 13.323 3.822  0.018
O: -2.708 7.793 4.013  0.047
O: 2.629 14.813 2.413  0.041
O: 6.790 9.933 11.086  0.027
O: 3.674 14.765 4.461  0.094
O: -0.191 11.752 10.046  0.116
O: -2.599 -3.126 14.118  0.059
O: 7.456 15.299 13.658  0.082
O: -1.960 12.453 11.294  -0.040
O: -2.555 17.523 17.335  0.083
O: -2.629 7.181 17.261  0.092
N: -1.506 -2.807 13.632  -0.334
N: 7.354 16.353 13.061  -0.336
N: -3.074 8.333 2.951  -0.337
N: -1.951 17.297 16.324  -0.355
N: -3.351 7.085 16.297  -0.340
C: -2.335 8.059 9.764  -0.062
C: -4.870 8.686 17.401  0.001
C: 6.075 8.970 10.315  -0.208
C: -4.436 17.322 12.759  -0.060
C: 6.407 16.443 11.950  -0.147
C: 3.524 15.832 1.972  -0.174
C: -4.560 7.876 16.311  -0.171
C: -6.627 8.500 15.272  -0.056
C: -2.519 -0.576 12.936  0.017
C: 2.017 12.626 5.026  -0.045
C: -2.633 8.471 0.481  -0.013
C: -5.411 7.783 15.246  -0.001
C: -2.198 17.507 13.760  -0.017
C: 2.857 14.356 3.632  -0.616
C: 3.314 16.104 0.400  -0.049
C: -6.041 9.436 17.434  -0.053
C: -1.066 7.064 -0.610  -0.089
C: -1.091 1.207 12.211  -0.118
C: -2.340 0.757 12.495  -0.068
C: 7.819 9.560 11.849  -0.570
C: 6.121 17.605 11.243  0.001
C: -0.767 6.507 0.578  -0.107
C: -3.119 12.110 12.030  -0.067
C: -3.021 17.475 12.643  -0.072
C: -1.333 11.544 10.420  -0.491
C: -1.398 6.841 1.759  0.018
C: -2.430 7.846 1.710  -0.105
C: 5.803 15.258 11.517  -0.003
C: -4.176 17.228 15.189  0.009
C: -2.054 8.016 -0.686  -0.065
C: -1.578 9.335 9.418  -0.217
C: -5.008 17.230 14.053  -0.072
C: -0.110 -0.852 12.982  0.015
C: -1.381 -1.391 13.182  -0.130
C: 4.865 9.595 9.564  -0.049
C: 9.050 10.504 13.615  -0.029
C: -8.240 7.714 6.193  -1.535
C: -2.736 17.417 15.062  -0.100
C: 4.469 16.432 9.891  -0.071
C: 5.136 17.614 10.226  -0.060
C: -6.882 9.394 16.309  -0.072
C: 0.008 0.454 12.415  -0.062
C: 4.856 15.249 10.508  -0.067
H: -1.654 9.578 8.358  0.126
H: 4.539 8.909 8.782  0.073
H: -0.522 9.099 9.550  0.123
H: 9.165 11.465 14.117  0.094
H: 3.301 16.731 2.546  0.121
H: 2.297 16.378 0.118  0.066
H: 1.009 12.217 5.092  0.095
H: -3.985 12.021 11.375  0.088
H: 1.008 0.820 12.238  0.108
H: 5.186 10.430 8.941  0.074
H: 6.628 18.548 11.388  0.113
H: -2.330 7.851 10.834  0.078
H: 4.568 15.554 2.118  0.120
H: 6.178 14.332 11.928  0.117
H: 4.788 18.548 9.812  0.101
H: -1.878 7.196 9.281  0.079
H: -6.310 10.078 18.259  0.107
H: -3.287 12.978 12.667  0.095
H: 5.890 8.147 11.005  0.124
H: -0.488 6.625 -1.410  0.114
H: -2.958 11.147 12.515  0.095
H: -4.224 8.660 18.266  0.118
H: -7.801 9.961 16.293  0.102
H: 8.607 9.771 14.289  0.093
H: 3.488 15.231 -0.229  0.062
H: -3.360 8.069 9.394  0.072
H: -9.022 7.538 6.932  -0.042
H: -3.519 -0.956 13.081  0.110
H: 4.454 14.332 10.103  0.107
H: -1.138 17.466 13.559  0.115
H: 6.716 8.553 9.538  0.119
H: -1.024 2.161 11.709  0.113
H: -3.221 1.325 12.237  0.108
H: -2.399 8.355 -1.652  0.112
H: 0.699 -1.556 13.111  0.111
H: 4.142 9.869 10.332  0.077
H: -6.083 17.124 14.070  0.098
H: 2.191 13.173 5.953  0.100
H: -5.212 7.115 14.420  0.117
H: 2.702 11.782 4.936  0.100
H: 3.757 16.468 9.079  0.105
H: -4.569 16.960 16.159  0.105
H: -2.683 17.738 11.652  0.102
H: -7.382 8.307 14.524  0.104
H: 9.998 10.053 13.321  0.091
H: -0.159 5.615 0.628  0.112
H: 4.074 16.791 0.028  0.066
H: -5.125 17.436 11.935  0.098
H: -0.945 6.429 2.649  0.115
H: -3.336 9.279 0.339  0.118

DFT (ωB97M-V/def2-TZVPD) results for a single C4H7NO molecule.

Results
* net charge: 0
* structure (SMILES): C=COC(=C)N
* total energy: -7795.12638 eV

Each line ends with the Löwdin charge.
Element x y z (Å)
O: -1.036 0.328 0.586  0.010
N: -0.197 2.224 -0.310  0.196
C: 0.420 -1.674 1.402  -0.065
C: 0.334 -0.043 -1.167  -0.014
C: -0.319 0.894 -0.324  -0.532
C: -0.326 -1.223 0.390  -0.149
H: -0.306 -0.540 -1.885  0.077
H: 1.326 0.185 -1.546  0.069
H: -1.068 -1.826 -0.110  0.095
H: -0.562 2.758 0.463  0.119
H: 1.130 -1.061 1.940  0.043
H: 0.233 2.707 -1.079  0.115
H: 0.371 -2.729 1.640  0.037

DFT (ωB97M-V/def2-TZVPD) results for a single C4H4S2 molecule.

Results
* net charge: 0
* structure (SMILES): C#CC(=S)SC
* total energy: -25880.47493 eV

Each line ends with the Löwdin charge.
Element x y z (Å)
S: -1.634 -1.985 -1.744  0.674
S: -1.565 0.547 -0.137  0.850
C: 1.867 -0.773 -0.768  0.139
C: 0.671 -0.731 -0.947  -0.242
C: -0.484 1.003 1.190  -0.410
C: -0.781 -0.804 -0.998  -1.146
H: -0.384 0.278 1.931  0.025
H: -1.064 1.873 1.549  0.041
H: 2.910 -0.806 -0.985  0.040
H: 0.463 1.398 0.909  0.029

Number 1: frontier orbital gap 0.196 Ha. Number 2: frontier orbital gap 0.376 Ha. Number 3: frontier orbital gap 0.410 Ha. Number 4: frontier orbital gap 0.327 Ha. Number 5: frontier orbital gap 0.277 Ha. Number 6: frontier orbital gap 0.290 Ha.